57
Properties=species:S:1:pos:R:3:nbo_charge:R:1 method="wB97M-V/def2-TZVPD" lumo_ev=0.63 e_homo_ha=-0.3022 max_force_ha_per_bohr=0.014 orbital_gap_ev=8.9
C -2.58337 -3.59681 -1.38912 -0.2518
O -3.56387 -2.87932 -0.67851 -0.5126
C -3.44721 -1.52248 -0.59946 0.3436
C -2.36140 -0.81489 -1.08710 -0.3164
C -2.32621 0.57112 -0.98050 -0.1043
C -1.16863 1.28961 -1.59722 0.6730
O -0.82623 1.05716 -2.74428 -0.6257
N -0.53535 2.20718 -0.82852 -0.4363
C -0.70582 2.36266 0.59968 -0.2381
C 0.68790 2.49574 1.26129 -0.2244
N 1.71491 1.77500 0.54786 -0.4528
C 1.54155 0.33296 0.54299 -0.2421
C 2.83687 -0.39350 0.33326 -0.1736
C 4.03864 0.16737 0.43384 -0.2320
C 5.32448 -0.49083 0.25369 0.0272
C 6.48644 0.19519 0.61320 -0.2224
C 7.73142 -0.38566 0.46942 -0.2068
C 7.84529 -1.66637 -0.04517 -0.2213
C 6.70294 -2.35727 -0.41528 -0.1934
C 5.45743 -1.77831 -0.26884 -0.2289
C 1.91191 2.34732 -0.77816 -0.2315
C 0.60476 2.91807 -1.36852 -0.2509
C -3.39163 1.24320 -0.41757 -0.2532
C -4.49726 0.55039 0.08436 0.2897
O -5.45385 1.36524 0.60069 -0.4947
C -6.68601 0.86122 1.06936 -0.2371
C -4.52186 -0.84724 0.01732 0.1490
O -5.61391 -1.55499 0.48549 -0.5227
C -5.35998 -2.47228 1.53098 -0.2507
H -2.49765 -3.24395 -2.42061 0.1856
H -1.60601 -3.53558 -0.89936 0.1756
H -2.92187 -4.63199 -1.38778 0.2005
H -1.53925 -1.31293 -1.57364 0.2328
H -1.30687 3.25476 0.81742 0.1923
H -1.23181 1.49089 0.99227 0.2212
H 0.64260 2.13339 2.29045 0.2092
H 0.99243 3.54550 1.28800 0.1951
H 0.82283 -0.00879 -0.22041 0.1796
H 1.13721 0.03658 1.51845 0.2086
H 2.72193 -1.44464 0.10732 0.1930
H 4.08685 1.21662 0.69262 0.2141
H 6.40383 1.19541 1.01488 0.2081
H 8.61756 0.16177 0.75692 0.2119
H 8.81753 -2.12216 -0.16106 0.2118
H 6.78579 -3.35446 -0.82345 0.2097
H 4.58002 -2.32828 -0.57303 0.2058
H 2.31685 1.57262 -1.42922 0.2162
H 2.65372 3.15062 -0.70313 0.1942
H 0.49495 3.97788 -1.11757 0.1882
H 0.58694 2.80264 -2.45242 0.2539
H -3.41293 2.31943 -0.36315 0.2271
H -7.28767 1.74498 1.28342 0.1878
H -6.56297 0.27961 1.98645 0.1734
H -7.18410 0.24835 0.31694 0.1913
H -4.90363 -1.97021 2.39245 0.1675
H -6.33395 -2.86747 1.81522 0.1916
H -4.71423 -3.29005 1.20682 0.1953

62
Properties=species:S:1:pos:R:3:nbo_charge:R:1 method="wB97M-V/def2-TZVPD" lumo_ev=-6.01 e_homo_ha=-0.4968 max_force_ha_per_bohr=0.006 orbital_gap_ev=7.5 charge=+2
Re -0.28940 0.57884 -0.39558 1.4061
N 5.28911 5.08479 -0.54667 -0.7371
C 4.61304 3.93519 -0.70581 0.2538
C 5.29325 2.69984 -0.75634 -0.2696
C 4.60334 1.52752 -0.91820 -0.1170
C 3.20853 1.55769 -1.03967 -0.4397
C 2.51400 2.77479 -0.99212 -0.1729
C 3.20180 3.94549 -0.82628 -0.2549
S 2.36705 0.08006 -1.15030 2.3095
O 3.16750 -0.97940 -1.64190 -0.8446
O 1.06286 0.31722 -1.93593 -0.8955
N 1.57817 -0.28098 0.21082 -0.9152
C 1.55347 0.27191 1.46935 0.5636
N 0.26769 0.67494 1.62500 -0.4798
C -0.12088 1.16121 2.80999 0.1123
C 0.81346 1.25570 3.81862 -0.2933
C 2.12198 0.86588 3.53915 0.1356
N 2.50203 0.36320 2.36207 -0.4152
H 6.29357 5.09444 -0.51714 0.4137
H 4.82165 5.97362 -0.56779 0.4109
H 6.37200 2.68224 -0.67517 0.2400
H 5.12862 0.58300 -0.96345 0.2552
H 1.43843 2.81878 -1.14177 0.2109
H 2.67236 4.88905 -0.81580 0.2340
H -1.15392 1.46068 2.91431 0.2416
H 0.54062 1.63590 4.79121 0.2651
H 2.89496 0.94921 4.29327 0.2349
C -3.43138 1.57800 1.18711 -0.6366
C -3.07484 1.79180 -0.26581 0.1061
C -3.61549 3.08241 -0.83580 -0.6275
O -1.61555 1.83873 -0.38987 -0.6345
H -4.51375 1.51334 1.29568 0.2494
H -3.08788 2.42142 1.78949 0.2175
H -2.99896 0.64761 1.56518 0.2061
H -3.39634 0.93859 -0.86800 0.1824
H -3.27440 3.93215 -0.24406 0.2240
H -4.70504 3.06476 -0.81418 0.2386
H -3.29652 3.21963 -1.86786 0.2290
C 0.18454 -3.30046 -1.78836 -0.4256
N -1.08967 -3.22017 -2.51249 -0.2995
C -1.38030 -4.38514 -3.37018 -0.4088
C -1.96056 -2.27112 -2.45161 0.5625
O -1.97440 -1.19725 -1.72219 -0.5127
H 0.96986 -3.47500 -2.52110 0.2453
H 0.14151 -4.13253 -1.08746 0.2423
H 0.39214 -2.38198 -1.25498 0.2346
H -0.47861 -4.64282 -3.91954 0.2383
H -2.17327 -4.14363 -4.07213 0.2323
H -1.67815 -5.22251 -2.74169 0.2372
H -2.80661 -2.32847 -3.12976 0.2141
C -1.24580 -0.98550 -0.44554 0.2162
C -1.63557 -2.01464 0.53902 -0.2284
C -0.70381 -2.46191 1.47633 -0.1909
C -1.06446 -3.40479 2.42557 -0.1868
C -2.36150 -3.89929 2.46058 -0.1676
C -3.29704 -3.45501 1.53422 -0.2096
C -2.93717 -2.52469 0.57365 -0.1470
H 0.31797 -2.10691 1.43767 0.2190
H -0.32912 -3.76022 3.13500 0.2355
H -2.64184 -4.63088 3.20607 0.2412
H -4.31075 -3.83109 1.56311 0.2392
H -3.68253 -2.17328 -0.12992 0.2121

62
Properties=species:S:1:pos:R:3:lowdin_spin:R:1 method="wB97M-V/def2-TZVPD" lumo_ev="2.56 / 2.56" e_homo_ha="-0.0619 / -0.1540" max_force_ha_per_bohr=0.028 multiplicity=3 orbital_gap_ev="4.2 / 6.7" s_squared=2.03 charge=-1
Ti -0.42118 -0.15374 0.74455 1.0682
N -3.81442 -2.32150 2.06890 0.0113
C -2.88588 -1.28669 1.90501 0.0316
S -1.31821 -1.46428 2.71439 0.0060
N -3.26343 -0.30141 1.16853 0.0095
N -2.22553 0.61780 0.89754 0.1406
C -2.63085 1.85661 0.52710 0.2827
C -1.72557 2.91996 0.25727 0.0339
C -2.24238 4.21468 0.00859 0.0857
C -1.43644 5.30890 -0.23892 -0.0042
C -0.04772 5.16384 -0.25380 0.1112
C 0.49492 3.89991 -0.03128 -0.0032
C -0.30101 2.79615 0.21600 0.0744
O 0.30686 1.58928 0.35723 0.0607
H -3.79103 -2.73302 2.98868 0.0012
H -4.73600 -2.03836 1.76819 0.0006
H -3.69771 2.04660 0.48534 0.0194
H -3.32117 4.33415 0.01799 0.0032
H -1.88860 6.27659 -0.42303 -0.0035
H 0.59799 6.01089 -0.44932 0.0094
H 1.56545 3.73311 -0.06915 -0.0028
C 1.57035 -0.25125 5.07531 0.0001
C 1.64583 0.97841 4.20014 0.0007
N 1.62698 0.57002 2.80771 0.0035
C 1.96892 -0.69239 2.39576 0.0099
N 1.60691 -1.06549 1.20075 0.0096
C 1.95340 -2.40780 0.73787 0.0016
C 2.20460 -3.36664 1.88065 0.0002
C 3.21552 -2.73436 2.81082 0.0003
N 2.71115 -1.44679 3.26711 0.0036
C 2.71521 -1.16924 4.70318 0.0004
H 0.61787 -0.75661 4.89540 0.0000
H 1.63318 0.01338 6.13224 0.0000
H 2.56296 1.53608 4.42562 0.0002
H 0.80247 1.64633 4.36967 0.0002
H 1.04858 1.10756 2.16847 0.0010
H 2.83747 -2.35103 0.09120 -0.0001
H 1.12401 -2.76079 0.12649 0.0003
H 2.56779 -4.32946 1.51421 0.0001
H 1.26518 -3.52810 2.41755 0.0000
H 4.17018 -2.59951 2.28897 0.0000
H 3.41245 -3.34722 3.69107 0.0000
H 3.66955 -0.72327 5.00857 0.0002
H 2.62141 -2.12376 5.22577 0.0001
C 0.08637 -2.26796 -2.86544 0.0049
C -0.38903 -1.21961 -1.87746 0.0338
N -0.71525 -1.39963 -0.70793 -0.0102
H -0.57900 -3.13324 -2.81829 0.0008
H 1.08072 -2.57874 -2.53700 0.0017
H 0.15453 -1.91486 -3.88836 0.0001
Te -0.11203 0.85825 -2.72944 0.0007
C -0.67790 0.39853 -4.70208 -0.0002
C -1.80503 -0.37805 -4.97820 0.0002
C -2.16564 -0.65760 -6.29175 0.0000
C -1.42387 -0.14463 -7.34864 0.0001
C -0.31816 0.65225 -7.08345 0.0000
C 0.05434 0.91728 -5.76957 0.0000
H -2.40953 -0.76012 -4.16401 0.0002
H -3.03789 -1.26982 -6.48692 0.0000
H -1.70653 -0.36144 -8.37131 0.0000
H 0.26410 1.06584 -7.89823 0.0000
H 0.92976 1.52604 -5.57624 0.0001

Electronic energy (computed, eV): -35473.7362; -52895.1685; -78030.2745